No. 1
A single CH2N2O3 molecule, computed with ωB97M-V/def2-TZVPD.

Calculated values
HOMO-LUMO gap, hartree: 0.407
Maximum force, eV Å⁻¹: 7.3
HOMO level, eV: -11.20
E_LUMO, eV: -0.108
SMILES string: O=[N+]([O-])N1CO1

Element x y z (Å)
O: -1.681 0.533 -0.800
N: -1.313 -0.241 0.017
O: -1.612 -1.384 0.221
N: -0.178 0.138 0.839
C: 1.107 0.114 -0.065
O: 0.476 1.305 0.368
H: 2.026 -0.261 0.406
H: 1.174 -0.204 -0.986

Force components x, y, z for each atom (eV/Å):
O -1.1588 0.5957 -0.5846
N 1.4874 -0.5097 -0.8512
O -0.8234 -0.0513 0.1648
N 3.2008 -0.5957 -0.3426
C -1.3248 1.2716 7.0281
O 0.3654 -0.4151 -0.9583
H -0.5042 0.6973 0.8335
H -1.2425 -0.9929 -5.2896

Atom charges from the Mulliken analysis, given in e for atoms 1 to 5: O -0.50; N 0.99; O -0.52; N -0.15; C -0.12

No. 2
A 2-piece molecular cluster, CH2N2O3S2 overall, computed with ωB97M-V/def2-TZVPD.

Calculated values
HOMO-LUMO gap, hartree: 0.224
Total charge: -2
Maximum force, eV Å⁻¹: 5.8
HOMO level, eV: -0.24
E_LUMO, eV: 5.843

Element x y z (Å)
C: 2.215 2.173 0.389
N: 2.184 1.020 0.068
N: -0.566 -0.209 -0.938
O: 2.079 3.327 0.581
O: -2.304 1.100 0.669
O: -1.826 1.955 -1.639
S: 3.381 -0.169 -0.232
S: -1.222 1.437 -0.403
H: -0.323 -0.442 -1.820
H: 0.175 -0.361 -0.242

Force components x, y, z for each atom (eV/Å):
C -0.7030 -1.3234 -0.9914
N 0.3385 0.8956 0.6323
N -1.7586 1.2686 5.3498
O 0.2068 1.1370 0.5821
O 1.9613 0.2497 -2.1329
O -0.4962 0.1306 -0.8360
S 0.5512 -0.7147 -0.1418
S -1.0128 -1.3444 1.9044
H 1.0910 -0.1264 -3.4974
H -0.1781 -0.1727 -0.8691

Atom charges from the Mulliken analysis, given in e for atoms 1 to 5: C 0.51; N -0.25; N -0.61; O -0.56; O -0.68

No. 3
A 2-piece molecular cluster, CH2N2O4 overall, computed with ωB97M-V/def2-TZVPD.

Calculated values
HOMO-LUMO gap (spin up / spin down), hartree: 0.375 / 0.375
Maximum force, eV Å⁻¹: 3.7
HOMO level (spin up / spin down), eV: -10.17 / -10.18
E_LUMO (spin up / spin down), eV: 0.031 / 0.032
SMILES string: [O-]/[NH+]=N\O.O=C=O

Element x y z (Å)
O: -0.665 0.152 0.292
N: -0.137 0.481 -0.830
N: 1.142 0.699 -1.019
O: 1.914 0.357 0.087
H: -0.787 0.654 -1.587
H: 1.360 0.459 0.922
O: -3.389 -0.791 -0.500
C: -3.335 -0.031 0.346
O: -3.338 0.733 1.183

Force components x, y, z for each atom (eV/Å):
O 0.8933 0.3191 -1.4067
N 2.3976 -0.0299 2.8085
N -1.9844 -1.0611 0.5744
O -1.7928 0.8920 -0.1321
H 0.3825 0.2218 -0.6477
H 0.2203 -0.3691 -1.2514
O -0.0224 -1.8016 -2.0846
C -0.0658 -0.1100 -0.0430
O -0.0284 1.9388 2.1825

Atom charges from the Mulliken analysis, given in e for atoms 1 to 5: O -0.67; N 0.58; N -0.24; O -0.29; H 0.26

No. 4
CH2N2O4P as an isolated structure, computed with ωB97M-V/def2-TZVPD.

Calculated values
HOMO-LUMO gap, hartree: 0.368
Total charge: +1
Maximum force, eV Å⁻¹: 6.0
HOMO level, eV: -15.78
E_LUMO, eV: -5.765

Element x y z (Å)
C: -1.915 2.173 0.221
N: -0.165 -0.216 0.881
N: -0.332 0.606 -0.236
O: -3.627 -1.186 -0.282
O: -2.755 1.392 0.267
O: -1.491 -0.596 1.190
O: -1.306 -0.043 -1.103
P: -2.474 -0.438 -0.088
H: 0.468 -1.096 0.621
H: 0.465 0.944 -0.690

Force components x, y, z for each atom (eV/Å):
C 1.3858 2.1284 0.2904
N 2.3947 -1.2982 -1.1713
N -3.1107 -0.3418 1.8848
O -2.9839 -1.4474 -0.6795
O -2.0925 -1.2784 0.0004
O -0.8066 -0.5694 -0.0989
O 0.2234 -0.6300 -0.9443
P 5.5364 1.7392 1.3345
H -2.1697 1.6364 0.7129
H 1.6232 0.0611 -1.3291

Atom charges from the Mulliken analysis, given in e for atoms 1 to 5: C 0.36; N -0.10; N -0.16; O -0.49; O 0.01

No. 5
A single CH2N2OS molecule, computed with ωB97M-V/def2-TZVPD.

Calculated values
HOMO-LUMO gap, hartree: 0.326
Maximum force, eV Å⁻¹: 5.6
HOMO level, eV: -8.41
E_LUMO, eV: 0.465
SMILES string: S=c1[nH]o[nH]1

Element x y z (Å)
S: 1.805 0.770 -1.997
C: 0.865 0.456 -0.781
N: -0.700 1.066 -0.183
O: -0.482 0.042 0.773
N: 0.780 -0.206 0.412
H: -1.642 1.199 -0.416
H: 1.001 -1.133 0.679

Force components x, y, z for each atom (eV/Å):
S 0.3720 0.0645 -0.1977
C -3.2993 0.4540 1.2039
N 5.6222 -0.3984 -0.1842
O -2.7027 0.1529 1.6111
N 0.5231 1.2100 -1.2340
H -1.5365 -0.5221 -0.9046
H 1.0211 -0.9610 -0.2944

Atom charges from the Mulliken analysis, given in e for atoms 1 to 5: S -0.32; C 0.29; N -0.27; O -0.20; N 0.02

No. 6
A single CH2N2OS molecule, computed with ωB97M-V/def2-TZVPD.

Calculated values
HOMO-LUMO gap (spin up / spin down), hartree: 0.260 / 0.260
Maximum force, eV Å⁻¹: 2.4
HOMO level (spin up / spin down), eV: -8.39 / -8.39
E_LUMO (spin up / spin down), eV: -1.304 / -1.307

Element x y z (Å)
C: -0.324 0.947 -0.173
N: -0.005 0.273 0.932
N: 0.189 -0.884 1.209
O: 0.698 -1.692 0.226
S: 0.766 -1.362 -1.338
H: -1.298 0.726 -0.556
H: -0.026 1.992 -0.299

Force components x, y, z for each atom (eV/Å):
C 0.4391 -0.9274 0.1779
N -0.5253 1.4832 -0.9525
N 0.2657 -0.2448 1.1780
O 0.2209 -1.4071 1.1432
S -0.5944 2.0052 -1.2395
H -0.3177 -0.3457 -0.4702
H 0.5117 -0.5634 0.1631

Atom charges from the Mulliken analysis, given in e for atoms 1 to 5: C -0.31; N -0.09; N 0.08; O -0.13; S -0.14